1.
# C3H13BCl2CoN3O14

C3H13BCl2CoN3O14 as an isolated structure in a non-equilibrium geometry (the ωB97M-V functional and the def2-TZVPD basis, OMol25).

Geometry as XYZ:
```
37
Properties=species:S:1:pos:R:3
Co -0.03 -0.53 0.38
Cl 0.05 -3.44 -1.63
O 0.78 -3.93 -2.71
O 0.67 -2.30 -1.01
O -1.28 -3.04 -2.10
O -0.04 -4.50 -0.66
Cl 1.19 -1.99 3.37
O 0.35 -1.23 4.22
O 0.71 -3.38 3.34
O 1.04 -1.34 2.08
O 2.55 -2.02 3.80
B -2.04 -1.39 0.99
H -2.79 -1.70 0.28
H -1.87 -0.32 0.91
H -2.42 -1.61 1.98
H -1.15 -1.95 0.78
C 3.43 1.80 -1.26
N 3.07 0.45 -0.66
O 3.97 -0.35 -0.49
O 1.91 0.20 -0.31
H 4.47 2.04 -1.07
H 2.80 2.52 -0.75
H 3.22 1.96 -2.32
C -1.21 3.62 1.78
N -0.07 2.75 1.41
O 1.04 3.23 1.47
O -0.28 1.55 1.11
H -1.92 3.81 0.98
H -0.84 4.57 2.18
H -1.79 3.10 2.54
C -2.46 0.25 -2.92
N -1.24 0.85 -2.36
O -0.80 1.84 -2.91
O -0.80 0.33 -1.32
H -3.12 1.05 -3.24
H -2.90 -0.43 -2.19
H -2.18 -0.48 -3.68
```

HOMO (spin up / spin down): -6.207 / -6.205 eV
Spin multiplicity: 4
Energy relative to the best compared isomer or geometry (same formula, charge and spin): 70.23 kcal per mole
Total charge: -1
Lowest unoccupied orbital energy (spin up / spin down): 0.93 / 0.92 eV
Expectation value of S²: 3.757
Kohn-Sham gap (spin up / spin down): 7.141 / 7.127 eV



2.
# C3H13BrSi3

A 2-piece molecular cluster, C3H13BrSi3 overall in a non-equilibrium geometry (the ωB97M-V functional and the def2-TZVPD basis, OMol25).

Geometry as XYZ:
```
20
Properties=species:S:1:pos:R:3
C -2.93 0.09 0.15
C -0.31 1.30 1.43
C -0.75 1.82 -1.43
Si 3.35 -2.35 0.39
Si -0.02 -1.70 -0.64
Si -1.05 0.38 -0.16
Br 3.39 -0.26 0.06
H -3.33 0.89 0.66
H -3.50 0.03 -0.79
H -2.96 -0.82 0.94
H 0.64 1.76 1.16
H -0.99 2.02 1.73
H -0.02 0.58 2.26
H -1.17 2.78 -1.13
H 0.26 1.86 -1.77
H -1.21 1.50 -2.34
H 2.94 -3.22 -0.77
H 2.70 -2.69 1.64
H 4.88 -2.50 0.66
H 0.05 -1.47 -2.05
```

HOMO: -8.279 eV
Spin multiplicity: 1
Energy relative to the best compared isomer or geometry (same formula, charge and spin): 51.53 kcal per mole
Lowest unoccupied orbital energy: -1.34 eV
Kohn-Sham gap: 6.938 eV



3.
# C3H13N2

A 2-piece molecular cluster, C3H13N2 overall in a non-equilibrium geometry (the ωB97M-V functional and the def2-TZVPD basis, OMol25).

Geometry as XYZ:
```
18
Properties=species:S:1:pos:R:3
C 2.27 -0.33 -0.38
N 1.39 -0.21 0.73
H 1.93 -0.05 -1.28
H 3.20 0.02 -0.10
H 2.35 -1.40 -0.59
H 0.42 -0.50 0.34
H 1.29 0.69 1.29
H 1.78 -0.90 1.39
C -1.36 1.28 -0.88
C -1.65 0.35 0.36
N -0.94 -1.04 0.21
H -1.89 0.72 -1.72
H -1.76 2.32 -0.81
H -0.31 1.32 -0.97
H -1.35 0.60 1.38
H -2.76 0.18 0.53
H -1.18 -1.58 1.11
H -1.43 -1.47 -0.60
```

HOMO (spin up / spin down): -2.929 / -10.586 eV
Spin multiplicity: 2
Energy relative to the best compared isomer or geometry (same formula, charge and spin): 38.30 kcal per mole
Lowest unoccupied orbital energy (spin up / spin down): 1.07 / 0.70 eV
Expectation value of S²: 0.751
Kohn-Sham gap (spin up / spin down): 4.003 / 11.284 eV



4.
# C3H13N2

A 2-piece molecular cluster, C3H13N2 overall in a non-equilibrium geometry (the ωB97M-V functional and the def2-TZVPD basis, OMol25).

Geometry as XYZ:
```
18
Properties=species:S:1:pos:R:3
C -2.72 0.61 -0.36
N -1.66 1.19 0.56
H -2.92 -0.43 -0.07
H -3.60 1.21 -0.50
H -2.20 0.23 -1.26
H -0.12 -0.17 -0.29
H -2.21 1.07 1.40
H -1.54 2.14 0.24
C 2.56 0.08 0.46
C 1.77 -0.78 -0.52
N 0.33 -1.05 0.00
H 3.26 -0.53 1.04
H 3.24 0.73 -0.09
H 1.92 0.64 1.14
H 1.50 -0.26 -1.44
H 2.26 -1.73 -0.71
H -0.09 -1.75 -0.61
H 0.22 -1.20 1.00
```

HOMO: -14.163 eV
Spin multiplicity: 1
Energy relative to the best compared isomer or geometry (same formula, charge and spin): 41.02 kcal per mole
Total charge: +1
Lowest unoccupied orbital energy: -3.35 eV
Kohn-Sham gap: 10.808 eV



5.
# C3H13N2O

A 2-piece molecular cluster, C3H13N2O overall in a non-equilibrium geometry (the ωB97M-V functional and the def2-TZVPD basis, OMol25).

Geometry as XYZ:
```
19
Properties=species:S:1:pos:R:3
C -1.01 0.51 -0.40
C 0.03 1.64 -0.44
C 1.48 1.07 -0.24
N 1.59 0.84 1.20
N -0.65 -0.48 0.70
H -2.08 0.75 -0.49
H -0.86 -0.16 -1.26
H -0.22 2.43 0.28
H 0.00 2.03 -1.49
H 2.27 1.64 -0.71
H 1.45 0.13 -0.76
H 1.58 1.69 1.76
H 0.28 -0.07 1.23
H 2.44 0.23 1.39
H -1.40 -0.59 1.39
H -0.25 -1.30 0.26
H -1.13 -4.08 -0.86
H -2.18 -3.12 -1.00
O -1.33 -3.17 -0.53
```

HOMO: -14.400 eV
Spin multiplicity: 1
Energy relative to the best compared isomer or geometry (same formula, charge and spin): 19.36 kcal per mole
Total charge: +1
Lowest unoccupied orbital energy: -2.84 eV
Kohn-Sham gap: 11.564 eV



6.
# C3H13N2Si

A 2-piece molecular cluster, C3H13N2Si overall in a non-equilibrium geometry (the ωB97M-V functional and the def2-TZVPD basis, OMol25).

Geometry as XYZ:
```
19
Properties=species:S:1:pos:R:3
C 1.79 2.78 -0.83
C -0.73 -0.85 -0.43
C 1.46 1.72 0.11
N 2.08 0.76 0.63
N -1.89 -1.80 0.10
Si 0.78 -1.65 0.28
H 1.13 3.63 -0.79
H 2.83 3.10 -0.69
H 1.92 2.27 -1.89
H -0.70 -0.66 -1.47
H -0.94 0.06 0.22
H 0.43 1.74 0.33
H 3.18 0.77 0.59
H -2.14 -2.57 -0.58
H -2.75 -1.31 0.18
H -1.40 -2.29 0.87
H 0.37 -3.06 -0.45
H 0.71 -1.91 1.70
H 2.12 -1.17 -0.13
```

HOMO: -13.280 eV
Spin multiplicity: 1
Energy relative to the best compared isomer or geometry (same formula, charge and spin): 81.74 kcal per mole
Total charge: +1
Lowest unoccupied orbital energy: -3.58 eV
Kohn-Sham gap: 9.701 eV



7.
# C3H13N3O

A 2-piece molecular cluster, C3H13N3O overall (the ωB97M-V functional and the def2-TZVPD basis, OMol25).

Geometry as XYZ:
```
20
Properties=species:S:1:pos:R:3
C 1.69 -0.75 0.33
N 0.54 -0.23 -0.40
C 0.43 -0.82 -1.75
N -0.65 -0.26 -2.52
C 1.78 -0.04 1.67
N 0.51 -0.14 2.39
H 1.63 -1.83 0.50
H 2.57 -0.50 -0.28
H -0.29 -0.51 0.11
H 1.39 -0.66 -2.26
H 0.29 -1.92 -1.68
H -0.48 0.73 -2.63
H -1.52 -0.33 -2.00
H 2.08 0.99 1.49
H 2.57 -0.48 2.27
H 0.04 0.77 2.43
H 0.66 -0.38 3.36
H -3.51 1.15 0.72
H -2.71 2.06 -0.24
O -3.59 1.91 0.13
```

HOMO: -9.065 eV
Spin multiplicity: 1
Energy relative to the best compared isomer or geometry (same formula, charge and spin): 22.89 kcal per mole
Lowest unoccupied orbital energy: 0.70 eV
SMILES string: NCCNCN.O
Kohn-Sham gap: 9.766 eV



8.
# C3H13N6O4Sn2

C3H13N6O4Sn2 as an isolated structure in a non-equilibrium geometry (the ωB97M-V functional and the def2-TZVPD basis, OMol25).

Geometry as XYZ:
```
28
Properties=species:S:1:pos:R:3
Sn 2.63 -1.64 -3.04
Sn 2.57 1.57 0.91
O 1.37 -0.66 -0.54
H 0.60 -0.41 -1.08
C 0.68 2.83 -2.09
O 1.76 2.15 -2.20
N -0.37 2.53 -1.40
N 0.39 3.80 -2.95
H -1.28 2.96 -1.41
H -0.32 1.76 -0.74
H -0.48 4.28 -2.75
H 0.85 3.98 -3.82
C -1.43 0.83 1.35
O -0.50 1.57 1.22
N -1.41 -0.21 0.52
N -2.56 1.04 1.99
H -0.58 -0.37 -0.03
H -1.98 -1.01 0.78
H -2.68 1.79 2.65
H -3.21 0.27 1.88
C 0.72 -3.61 1.82
O 0.86 -4.43 2.74
N -0.02 -3.93 0.78
N 1.50 -2.67 1.55
H 0.08 -3.35 -0.05
H -0.56 -4.78 0.77
H 1.33 -1.98 0.84
H 2.07 -2.32 2.32
```

HOMO: -16.692 eV
Spin multiplicity: 1
Total charge: +3
Lowest unoccupied orbital energy: -14.18 eV
Kohn-Sham gap: 2.511 eV



Number 1: E -3666.8757 hartree. Number 2: E -3564.5053 hartree. Number 3: E -231.4281 hartree. Number 4: E -231.3310 hartree. Number 5: E -306.6048 hartree. Number 6: E -520.7469 hartree. Number 7: E -361.5880 hartree. Number 8: E -1178.9918 hartree.